Entry 1:
Density functional theory data (ωB97M-V/def2-TZVPD) for C4H16N8O4Rb as an isolated structure.

LUMO in eV: -2.34
Max |F| in eV/Å: 0.978
Calculated total energy in eV: -25174.9903
Charge: +1
Orbital gap in hartree: 0.3707

Positions of all 33 atoms, in Å:
Rb 1.24365 -0.18035 -0.42986
O 3.13774 -0.06494 -2.47398
O 1.74639 -1.31246 2.23462
O -0.92190 -2.00799 0.40840
O -1.08063 1.46264 0.03941
N 2.01846 -0.89746 4.45029
N -0.09252 -1.11951 3.54831
N -1.68961 3.57023 -0.56951
N 3.07743 -0.71288 -4.64053
N -2.81527 -3.24320 0.30358
N -2.51684 2.61502 1.36131
N 4.02685 1.29978 -4.07382
N -2.88263 -1.00313 -0.20116
C -1.74427 2.47753 0.25612
C 1.25472 -1.11295 3.33512
C 3.38094 0.17552 -3.65527
C -2.12318 -2.06986 0.18109
H 3.16398 -0.51496 -5.62232
H 4.06786 1.44590 -5.06595
H -0.44813 -0.73104 4.40433
H -2.46682 1.85172 2.00937
H -2.45704 -0.09012 -0.23220
H -2.29708 -4.10038 0.34960
H 2.44617 -1.46160 -4.41801
H 4.30817 1.99785 -3.41360
H -2.38228 4.29484 -0.54085
H 1.59594 -0.88726 5.35987
H -3.87381 -1.09096 -0.32850
H -0.71555 -1.14961 2.75993
H -3.81017 -3.26475 0.17842
H 3.00430 -1.05599 4.35257
H -3.07780 3.43630 1.48752
H -1.07706 3.44406 -1.35428

=====

Entry 2:
Density functional theory data (ωB97M-V/def2-TZVPD) for a 3-piece molecular cluster, C4H16NO2 overall in a non-equilibrium geometry.

LUMO in eV: -3.08
Max |F| in eV/Å: 4.564
Calculated total energy in eV: -9984.8539
Charge: +1
Orbital gap in hartree: 0.4361

Positions of all 23 atoms, in Å:
O -1.04137 -0.81937 2.90043
O -0.67286 -2.99697 -1.13238
N -0.91828 -0.56805 0.36281
C 1.33990 0.64254 0.27512
C -0.87071 1.13674 -1.40478
C 0.05736 0.30216 -0.60090
C 2.08736 1.90267 -0.22911
H -0.42104 1.78339 -2.15200
H 0.53546 -0.40250 -1.26339
H -1.44655 1.82435 -0.79339
H -1.78659 0.66169 -2.00151
H -1.93772 -0.38094 0.35185
H -0.83313 -1.53609 0.10662
H -1.34985 0.07499 3.29665
H -0.69940 -0.72619 1.34435
H 2.82535 1.49005 -1.02786
H 2.11082 -0.14112 0.02771
H 2.58912 2.63676 0.41139
H 0.97053 0.78736 1.26355
H 1.43533 2.51813 -0.81795
H -0.29835 -1.08078 3.49685
H -0.73688 -3.35854 -2.02943
H -0.93850 -3.75029 -0.38463

=====

Entry 3:
Density functional theory data (ωB97M-V/def2-TZVPD) for a 3-piece molecular cluster, C4H16NO2S overall in a non-equilibrium geometry.

LUMO in eV: -2.92
Max |F| in eV/Å: 1.402
Calculated total energy in eV: -20822.2432
Charge: +1
Orbital gap in hartree: 0.3391

Positions of all 24 atoms, in Å:
S -2.82885 1.15346 -0.64144
O -1.04962 -2.27924 1.72949
O 1.02300 1.45842 2.58895
N 0.94455 -0.53085 0.44441
C -1.89706 -0.38528 -0.90023
C 0.51837 0.46717 -0.64263
C 1.80759 0.84466 -1.37049
C -0.51513 -0.16106 -1.52817
H 0.18166 -1.16159 0.74815
H -0.09671 -1.05302 -2.00418
H 0.30728 1.81867 3.12563
H -0.74235 0.46295 -2.37394
H -2.37034 1.79775 -1.72203
H 2.12140 0.04721 -2.04530
H -0.54306 -3.04565 2.03284
H 2.62183 1.01123 -0.66351
H 1.79318 -0.99348 0.13322
H 1.17061 -0.06791 1.32590
H -1.87020 -2.31753 2.23328
H -2.47918 -1.00576 -1.57733
H 1.72864 1.81120 -1.86051
H 0.21627 1.35961 -0.09164
H 1.82675 1.74059 3.04246
H -1.86866 -0.97156 0.01708

=====

Which of these has the lowest calculated total energy?
C4H16N8O4Rb

=====

Copy entry 1 word for word.
Density functional theory data (ωB97M-V/def2-TZVPD) for C4H16N8O4Rb as an isolated structure.

LUMO in eV: -2.34
Max |F| in eV/Å: 0.978
Calculated total energy in eV: -25174.9903
Charge: +1
Orbital gap in hartree: 0.3707

Positions of all 33 atoms, in Å:
Rb 1.24365 -0.18035 -0.42986
O 3.13774 -0.06494 -2.47398
O 1.74639 -1.31246 2.23462
O -0.92190 -2.00799 0.40840
O -1.08063 1.46264 0.03941
N 2.01846 -0.89746 4.45029
N -0.09252 -1.11951 3.54831
N -1.68961 3.57023 -0.56951
N 3.07743 -0.71288 -4.64053
N -2.81527 -3.24320 0.30358
N -2.51684 2.61502 1.36131
N 4.02685 1.29978 -4.07382
N -2.88263 -1.00313 -0.20116
C -1.74427 2.47753 0.25612
C 1.25472 -1.11295 3.33512
C 3.38094 0.17552 -3.65527
C -2.12318 -2.06986 0.18109
H 3.16398 -0.51496 -5.62232
H 4.06786 1.44590 -5.06595
H -0.44813 -0.73104 4.40433
H -2.46682 1.85172 2.00937
H -2.45704 -0.09012 -0.23220
H -2.29708 -4.10038 0.34960
H 2.44617 -1.46160 -4.41801
H 4.30817 1.99785 -3.41360
H -2.38228 4.29484 -0.54085
H 1.59594 -0.88726 5.35987
H -3.87381 -1.09096 -0.32850
H -0.71555 -1.14961 2.75993
H -3.81017 -3.26475 0.17842
H 3.00430 -1.05599 4.35257
H -3.07780 3.43630 1.48752
H -1.07706 3.44406 -1.35428

=====

What is the charge in the second record?
+1

=====

The highest calculated total energy belongs to which entry?
C4H16NO2